[1]
# C31H41F6N8OY

A molecular structure, C31H41F6N8OY (ωB97M-V/def2-TZVPD, the Open Molecules 2025 dataset).

Atoms and positions in Å:
Y1 -0.3557 0.3710 -0.4596
C1 1.3080 3.0318 -2.0141
C2 1.4759 3.2387 -0.5138
N1 1.5800 1.9781 0.2365
C3 2.8940 1.3232 0.1873
C4 3.0729 0.5295 -1.0753
C5 4.2971 0.4210 -1.7149
C6 4.3975 -0.4121 -2.8146
C7 3.2730 -1.0970 -3.2463
C8 2.0787 -0.8994 -2.5742
C9 0.8021 -1.5833 -2.9842
N2 -0.3604 -0.7227 -2.7452
C10 -0.6023 0.2945 -3.7802
C11 0.3060 1.5091 -3.6541
N3 0.1812 2.1444 -2.3317
N4 1.9792 -0.0918 -1.5182
H1 2.2106 2.5739 -2.4204
H2 1.2098 4.0114 -2.4947
H3 0.6179 3.7833 -0.1161
H4 2.3597 3.8685 -0.3522
H5 1.3648 2.1754 1.2073
H6 2.9395 0.6069 1.0158
H7 3.7140 2.0398 0.3106
H8 5.1555 0.9585 -1.3358
H9 5.3429 -0.5327 -3.3269
H10 3.3127 -1.7616 -4.0986
H11 0.6887 -2.4756 -2.3621
H12 0.8639 -1.9077 -4.0288
H13 -1.1907 -1.3030 -2.6672
H14 -1.6347 0.6136 -3.6838
H15 -0.4797 -0.1303 -4.7842
H16 0.0676 2.2069 -4.4645
H17 1.3499 1.2212 -3.7838
H18 -0.6914 2.6697 -2.3092
C12 -4.5979 -0.3019 -0.1317
C13 -3.7731 0.4527 -1.1766
O1 -2.4331 0.3283 -0.9679
C14 -4.1662 1.9500 -1.1404
F1 -3.2704 2.7243 -1.7909
F2 -5.3639 2.1910 -1.6903
F3 -4.2147 2.3998 0.1211
C15 -4.1468 -0.1079 -2.5750
F4 -3.5057 -1.2723 -2.7865
F5 -5.4523 -0.3491 -2.7200
F6 -3.7912 0.7174 -3.5816
H19 -4.2702 0.0131 0.8555
H20 -4.4062 -1.3692 -0.2332
H21 -5.6660 -0.1164 -0.2365
N5 -1.7701 1.1374 4.8124
C16 -1.7982 1.8433 3.6637
C17 -1.1299 1.3615 2.5168
N6 -1.1034 2.0408 1.3847
C18 -1.7269 3.2309 1.3579
C19 -2.3724 3.6963 2.4845
N7 -2.4229 3.0209 3.6302
H22 -1.3936 0.1952 4.8490
H23 -2.3481 1.4508 5.5724
H24 -0.6233 0.4033 2.5463
H25 -1.7414 3.7808 0.4277
H26 -2.8821 4.6524 2.4636
C20 4.4853 -2.3585 0.5618
C21 3.7088 -2.3164 1.6781
C22 2.8220 -3.3825 2.1015
C23 1.9300 -3.2141 3.1188
C24 1.8345 -1.9913 3.8404
C25 2.8063 -1.0029 3.5628
C26 3.7132 -1.1664 2.5629
C27 0.7333 -1.6623 4.6549
N8 -0.2233 -1.3427 5.2317
H27 5.1981 -1.5645 0.3590
H28 4.5255 -3.2432 -0.0622
H29 2.8342 -4.3152 1.5482
H30 1.2441 -4.0168 3.3641
H31 2.8102 -0.0900 4.1505
H32 4.4575 -0.3940 2.3887
C28 -1.5886 -3.0352 -0.1038
C29 -0.9971 -2.5258 1.2102
C30 -2.0986 -1.9977 2.1268
C31 0.0838 -1.4675 0.9531
H33 -2.3365 -3.8166 0.0591
H34 -0.8029 -3.4610 -0.7370
H35 -2.0769 -2.2225 -0.6548
H36 -0.5537 -3.3920 1.7119
H37 -2.5614 -1.1014 1.6982
H38 -1.6926 -1.7495 3.1092
H39 -2.8887 -2.7382 2.2823
H40 0.9168 -1.9602 0.4208
H41 0.5586 -1.1981 1.9047

E_LUMO: -0.08 eV
HOMO energy: -0.1867 Eh
ΔE to the lowest compared entry with this formula, charge and spin: 0.909 eV
2S+1: 1
Orbital gap: 5.00 eV



[2]
# C31H41MgN2O2S3Sb2Te

A molecular structure, C31H41MgN2O2S3Sb2Te (ωB97M-V/def2-TZVPD, the Open Molecules 2025 dataset).

Atoms and positions in Å:
Mg1 0.4933 -0.4554 0.0895
S1 4.2562 -3.2661 -1.1464
Sb1 2.5823 -4.1794 0.1186
S2 0.5606 -2.9222 -0.3511
S3 2.9395 -3.0904 2.4162
C1 -2.5171 2.3546 2.7152
C2 -3.0334 1.1808 2.1867
C3 -2.3103 0.0087 2.3390
N1 -1.1416 -0.0514 2.9733
C4 -0.6563 1.0825 3.4900
C5 -1.3065 2.2986 3.3883
H1 -3.0363 3.2938 2.5746
H2 -3.9772 1.1821 1.6605
H3 -2.6716 -0.9224 1.9180
H4 0.2900 0.9934 4.0091
H5 -0.8646 3.1914 3.8096
C6 1.8292 -0.3604 8.5993
C7 1.5976 -0.6814 7.1443
C8 0.5537 -1.5018 6.7470
C9 0.3686 -1.8527 5.4114
C10 -0.7770 -2.7699 5.0636
C11 1.2414 -1.3586 4.4297
Te1 0.8485 -1.9358 2.3442
C12 2.2809 -0.5033 4.8236
C13 3.2221 0.0789 3.8055
C14 2.4482 -0.1844 6.1670
H6 0.9830 -0.6815 9.2075
H7 1.9790 0.7107 8.7494
H8 2.7250 -0.8711 8.9617
H9 -0.1237 -1.9021 7.4961
H10 -1.3018 -3.0979 5.9634
H11 -0.4105 -3.6464 4.5287
H12 -1.4839 -2.2609 4.4081
H13 2.6774 0.6642 3.0599
H14 3.7311 -0.7237 3.2699
H15 3.9749 0.7156 4.2730
H16 3.2714 0.4623 6.4585
C15 -0.3396 -1.5643 -6.5552
C16 -0.8709 -2.1215 -5.2410
C17 -0.5282 -3.5951 -5.0475
Sb2 -0.3738 -1.0781 -3.3161
C18 1.8306 -1.3775 -3.2187
C19 2.4649 -0.3183 -2.3223
C20 2.6120 -1.5062 -4.5220
C21 -0.3917 1.0474 -3.9663
C22 0.6361 1.4734 -5.0069
C23 -1.8065 1.3982 -4.4135
H17 -0.5709 -2.2464 -7.3856
H18 0.7417 -1.4299 -6.5314
H19 -0.8061 -0.6032 -6.7766
H20 -1.9636 -2.0348 -5.2624
H21 0.5511 -3.7591 -5.0498
H22 -0.9705 -4.2152 -5.8366
H23 -0.9085 -3.9502 -4.0866
H24 1.9040 -2.3306 -2.6950
H25 2.5449 0.6555 -2.8091
H26 3.4582 -0.6541 -2.0157
H27 1.8793 -0.1699 -1.4025
H28 2.5932 -0.5865 -5.1105
H29 2.2326 -2.3261 -5.1323
H30 3.6529 -1.7373 -4.2696
H31 -0.1874 1.5815 -3.0327
H32 0.5115 0.9258 -5.9418
H33 1.6514 1.3125 -4.6482
H34 0.5270 2.5438 -5.2241
H35 -2.0783 0.8644 -5.3301
H36 -1.8942 2.4724 -4.6128
H37 -2.5312 1.1482 -3.6382
O1 -1.4041 -0.3108 -0.4281
C24 -1.2422 0.9665 -0.4337
N2 -0.0253 1.4775 -0.1116
C25 -0.0548 2.8627 -0.2060
O2 0.8975 3.6182 0.0377
C26 -1.4101 3.2272 -0.6326
C27 -2.0207 4.4439 -0.9108
C28 -3.3479 4.4513 -1.3041
C29 -4.0838 3.2479 -1.4306
C30 -3.4959 2.0305 -1.1626
C31 -2.1550 2.0121 -0.7647
H38 -1.4621 5.3694 -0.8250
H39 -3.8390 5.3912 -1.5327
H40 -5.1230 3.2956 -1.7378
H41 -4.0457 1.0998 -1.2590

E_LUMO (alpha / beta): 3.93 / 3.93 eV
HOMO energy (alpha / beta): -0.0110 / -0.0652 Eh
ΔE to the lowest compared entry with this formula, charge and spin: 1.678 eV
2S+1: 2
⟨S²⟩: 0.767
Net charge: -2
Orbital gap (alpha / beta): 4.23 / 5.70 eV



[3]
# C31H41MnN5O2STe

A molecular structure, C31H41MnN5O2STe (ωB97M-V/def2-TZVPD, the Open Molecules 2025 dataset).

Atoms and positions in Å:
Mn1 0.1143 -0.0848 -0.2127
C1 -4.4045 -3.4389 -2.8286
C2 -2.9589 -3.9037 -2.9139
N1 -2.0218 -2.8109 -3.0859
C3 -1.5315 -2.0561 -2.0787
S1 -0.3521 -0.8814 -2.5054
N2 -2.0601 -2.3165 -0.8807
N3 -1.4806 -1.5927 0.1074
C4 -1.9622 -1.6901 1.3048
C5 -3.1523 -2.5292 1.6328
C6 -1.2386 -0.9023 2.3362
C7 -1.5290 -0.9754 3.6974
C8 -0.7978 -0.2017 4.5830
C9 0.2122 0.6247 4.1076
C10 0.4550 0.6382 2.7433
N4 -0.2539 -0.0972 1.8953
H1 -5.0716 -4.2910 -2.7042
H2 -4.6948 -2.9072 -3.7335
H3 -4.5322 -2.7712 -1.9795
H4 -2.8240 -4.5736 -3.7664
H5 -2.6829 -4.4529 -2.0129
H6 -1.6327 -2.6333 -3.9961
H7 -3.9338 -2.3419 0.8959
H8 -3.5469 -2.3309 2.6237
H9 -2.9078 -3.5901 1.5539
H10 -2.3070 -1.6276 4.0599
H11 -1.0173 -0.2474 5.6412
H12 0.8038 1.2401 4.7676
H13 1.2318 1.2561 2.3060
C11 -2.7995 1.7582 0.9008
C12 -1.6866 2.2686 0.0105
O1 -1.7687 3.5310 -0.2798
N5 -0.7515 1.5236 -0.4538
Te1 -0.0409 3.6446 -2.0837
C13 0.1220 5.6713 -2.7403
C14 -0.9658 6.5378 -2.6482
C15 -2.2872 6.1698 -2.0378
C16 -0.8282 7.8407 -3.1303
C17 0.3466 8.2924 -3.6971
C18 0.4745 9.6958 -4.2154
C19 1.4145 7.4054 -3.7909
C20 1.3256 6.1024 -3.3280
C21 2.5218 5.2052 -3.4718
C22 1.4882 3.7766 -0.6384
C23 1.4528 4.7511 0.3634
C24 0.4277 5.8468 0.4310
C25 2.4505 4.7287 1.3351
C26 3.4702 3.7891 1.3285
C27 4.5252 3.7802 2.3985
C28 3.4955 2.8616 0.2992
C29 2.5234 2.8390 -0.6943
C30 2.6698 1.7971 -1.7668
H14 -3.5825 2.5056 0.9947
H15 -2.4060 1.5371 1.8929
H16 -3.2156 0.8386 0.4868
H17 -2.3872 5.1143 -1.7962
H18 -3.0990 6.4455 -2.7113
H19 -2.4352 6.7202 -1.1063
H20 -1.6728 8.5150 -3.0525
H21 -0.4233 10.2754 -4.0106
H22 0.6388 9.7010 -5.2934
H23 1.3198 10.2084 -3.7566
H24 2.3412 7.7379 -4.2429
H25 3.3061 5.7064 -4.0366
H26 2.2721 4.2801 -3.9957
H27 2.9293 4.9270 -2.4992
H28 -0.5782 5.4753 0.2434
H29 0.6489 6.6252 -0.3017
H30 0.4431 6.3035 1.4207
H31 2.4239 5.4776 2.1172
H32 4.3899 4.6090 3.0911
H33 5.5242 3.8598 1.9687
H34 4.4930 2.8519 2.9716
H35 4.2925 2.1288 0.2583
H36 3.7050 1.7786 -2.1129
H37 2.0341 1.9731 -2.6366
H38 2.4404 0.7985 -1.3831
C31 2.2293 -2.1777 -0.2474
O2 1.7231 -0.9150 -0.0005
H39 3.3212 -2.1268 -0.3564
H40 1.8140 -2.6038 -1.1724
H41 2.0053 -2.8696 0.5769

E_LUMO (alpha / beta): -0.11 / -0.62 eV
HOMO energy (alpha / beta): -0.2534 / -0.2799 Eh
2S+1: 6
⟨S²⟩: 8.850
Orbital gap (alpha / beta): 6.78 / 6.99 eV



Number 1: DFT total energy -2356.81858 a.u.. Number 2: DFT total energy -3609.20844 a.u.. Number 3: DFT total energy -3447.31895 a.u..